ORCA calculation (wB97M-V/def2-TZVPD) on an isolated molecule of C5H6O.

```
! wB97M-V def2-TZVPD RIJCOSX def2/J DEFGRID3
* xyz 0 1
O 1.31 0.04 -2.07
C 0.36 -0.01 0.16
C 1.00 0.64 -1.07
C -0.75 0.83 0.66
C -1.54 1.53 1.23
C -0.04 -1.46 -0.10
H -0.32 -1.95 0.84
H 1.19 1.73 -0.97
H -2.24 2.14 1.76
H 1.15 0.04 0.93
H -0.90 -1.51 -0.78
H 0.78 -2.01 -0.57
*
```

The SMILES is C#C[C@@H](C)C=O. As for the energy relative to the best compared isomer or geometry (same formula, charge and spin): 1.863 eV. The value obtained for the total energy is -269.27779 Ha. For the gap between HOMO and LUMO, the calculation gives 10.75 eV. Its LUMO energy is 0.031 Ha.

Calculated atomic charges, method natural (NBO), unit e: number 1, O, carries -0.5064; number 2, C, carries -0.4055; number 3, C, carries 0.4611; number 4, C, carries -0.0012; number 5, C, carries -0.2347; number 6, C, carries -0.5947; number 7, H, carries 0.2180; number 8, H, carries 0.1175; number 9, H, carries 0.2433; number 10, H, carries 0.2514; number 11, H, carries 0.2213; number 12, H, carries 0.2300

=====

ORCA calculation (wB97M-V/def2-TZVPD) on a structure of composition AlHO5P.

```
! wB97M-V def2-TZVPD RIJCOSX def2/J DEFGRID3
* xyz -1 1
P 0.21 1.51 0.14
Al 1.58 -1.46 0.18
O 1.71 1.60 0.46
O -0.89 2.56 0.00
O -1.11 -2.23 -0.21
O -0.25 0.48 1.23
O 0.07 0.57 -1.10
H -1.32 -3.03 -0.71
*
```

As for the energy relative to the best compared isomer or geometry (same formula, charge and spin): 0.793 eV. The value obtained for the total energy is -960.53068 Ha. For the gap between HOMO and LUMO, the calculation gives 4.49 eV. Its LUMO energy is -0.014 Ha.

Calculated atomic charges, method natural (NBO), unit e: number 1, P, carries 2.3704; number 2, Al, carries 0.8582; number 3, O, carries -1.0059; number 4, O, carries -0.9874; number 5, O, carries -1.1365; number 6, O, carries -0.7379; number 7, O, carries -0.7707; number 8, H, carries 0.4098

=====

ORCA calculation (wB97M-V/def2-TZVPD) on a structure of composition C28H27Br2F2FeGeN2OS2.

```
! wB97M-V def2-TZVPD RIJCOSX def2/J DEFGRID3
* xyz -2 2
Br 7.45 1.55 1.91
Br 4.15 0.44 -2.53
Ge -1.63 1.75 -2.58
Fe -0.12 -0.39 -0.06
S -0.41 1.55 1.09
S -0.51 -1.55 1.86
F -3.58 -3.51 -2.39
F -5.43 0.00 0.09
O 2.04 0.06 -0.37
N 0.23 -2.10 -1.05
N 2.33 0.14 2.36
C -1.25 -0.78 4.41
C 4.65 0.81 2.13
C 0.54 -4.39 -2.55
C -0.72 -3.83 -2.38
C -0.86 -2.68 -1.61
C -3.38 -2.40 -1.60
C -2.53 3.07 -1.43
C -3.06 0.73 -3.51
C 4.31 0.58 -0.64
C -3.08 -0.17 -0.02
C -0.88 -0.30 3.03
C 5.55 0.93 -0.11
C 3.15 0.33 0.13
C -2.10 -1.98 -1.28
C -4.32 -0.64 -0.36
C 1.43 -2.65 -1.21
C -1.93 -0.83 -0.47
C 5.72 1.05 1.24
C -1.07 2.10 3.71
C 3.63 0.61 4.30
C -4.52 -1.76 -1.17
C 1.63 -3.79 -1.95
C -0.81 2.83 -4.04
C -0.25 0.63 -1.83
C -0.82 1.01 2.70
C 2.44 0.22 3.66
C 4.72 0.90 3.54
C 3.39 0.43 1.58
H -1.30 -1.86 4.43
H -1.59 -4.28 -2.84
H -2.66 -0.21 -3.90
H -3.88 0.49 -2.83
H -1.63 1.75 4.58
H 2.24 -2.12 -0.73
H -0.03 -0.09 -2.63
H -3.15 2.58 -0.69
H 0.65 -5.28 -3.16
H -5.51 -2.10 -1.44
H -1.54 3.50 -4.50
H 0.01 3.42 -3.64
H 1.55 -0.04 4.22
H -1.62 2.92 3.25
H -1.78 3.67 -0.90
H -0.12 2.52 4.06
H 2.63 -4.20 -2.06
H -3.45 1.32 -4.34
H -2.22 -0.39 4.74
H -2.98 0.69 0.63
H 0.64 1.28 -1.76
H -0.40 2.17 -4.81
H 3.67 0.68 5.38
H -3.15 3.72 -2.05
H 5.66 1.19 4.00
H -0.51 -0.47 5.17
H 6.38 1.12 -0.78
*
```

As for the energy relative to the best compared isomer or geometry (same formula, charge and spin): 0.000 eV. The value obtained for the total energy is -10752.75575 Ha. For the gap between HOMO and LUMO (alpha / beta), the calculation gives 4.36 / 4.50 eV. Its LUMO energy (alpha / beta) is 0.146 / 0.146 Ha.

Calculated atomic charges, method natural (NBO), unit e: number 1, Br, carries -0.0459; number 2, Br, carries -0.0052; number 3, Ge, carries 1.6586; number 4, Fe, carries 0.6612; number 5, S, carries -0.2329; number 6, S, carries -0.2112; number 7, F, carries -0.3599; number 8, F, carries -0.3548; number 9, O, carries -0.7174; number 10, N, carries -0.4135; number 11, N, carries -0.3610; number 12, C, carries -0.6345; number 13, C, carries -0.1260; number 14, C, carries -0.1820; number 15, C, carries -0.2558; number 16, C, carries 0.2236; number 17, C, carries 0.4350; number 18, C, carries -1.0938; number 19, C, carries -1.1002; number 20, C, carries -0.2167; number 21, C, carries -0.4033; number 22, C, carries -0.2393; number 23, C, carries -0.2340; number 24, C, carries 0.3900; number 25, C, carries -0.2596; number 26, C, carries 0.4265; number 27, C, carries 0.0795; number 28, C, carries 0.0769; number 29, C, carries -0.1407; number 30, C, carries -0.6376; number 31, C, carries -0.2507; number 32, C, carries -0.4362; number 33, C, carries -0.2773; number 34, C, carries -1.0903; number 35, C, carries -1.1516; number 36, C, carries -0.1943; number 37, C, carries 0.0254; number 38, C, carries -0.1961; number 39, C, carries 0.1547; number 40, H, carries 0.2155; number 41, H, carries 0.2258; number 42, H, carries 0.2199; number 43, H, carries 0.2264; number 44, H, carries 0.1878; number 45, H, carries 0.2320; number 46, H, carries 0.1869; number 47, H, carries 0.2333; number 48, H, carries 0.1951; number 49, H, carries 0.2204; number 50, H, carries 0.1975; number 51, H, carries 0.2183; number 52, H, carries 0.1944; number 53, H, carries 0.2087; number 54, H, carries 0.2371; number 55, H, carries 0.1978; number 56, H, carries 0.2060; number 57, H, carries 0.2021; number 58, H, carries 0.1916; number 59, H, carries 0.2542; number 60, H, carries 0.2287; number 61, H, carries 0.2113; number 62, H, carries 0.1946; number 63, H, carries 0.1954; number 64, H, carries 0.2080; number 65, H, carries 0.1821; number 66, H, carries 0.2197

=====

ORCA calculation (wB97M-V/def2-TZVPD) on a cluster of 9 separate species, C20H48O26S5 in total.

```
! wB97M-V def2-TZVPD RIJCOSX def2/J DEFGRID3
* xyz 0 1
S -4.84 -3.67 1.92
S -7.82 5.63 -3.45
S -1.50 -4.75 -9.55
S 2.98 -7.52 2.66
S 8.77 1.64 0.22
O 3.98 -7.63 3.63
O 9.03 2.85 1.01
O -2.50 -4.92 -10.59
O -4.15 -3.93 0.60
O -0.98 -3.21 -9.60
O 6.99 -2.77 -4.66
O 3.40 -8.62 1.51
O -0.30 -5.58 -9.49
O -2.10 -4.50 -8.10
O 0.10 2.92 0.41
O 4.77 -5.59 -5.34
O -6.66 7.68 6.71
O -7.79 7.30 -3.57
O 2.55 -6.25 2.10
O 6.01 5.28 9.24
O -4.66 -4.52 3.09
O 8.45 0.45 1.33
O 7.78 1.52 -0.84
O 10.12 0.93 -0.31
O -6.31 5.64 -4.15
O -4.83 6.09 4.76
O 4.20 4.54 6.98
O 1.68 -8.34 3.21
O -8.74 5.02 -4.44
O -7.96 5.15 -2.08
O -0.36 2.67 -2.59
C -6.16 6.59 -5.19
C -4.56 -1.84 2.50
C -6.21 6.38 6.87
C -5.65 -1.09 1.73
C 2.25 -9.40 1.13
C -6.70 -3.43 1.55
C 9.32 -0.66 1.23
C -7.18 7.69 -4.71
C 10.64 0.02 0.61
C 1.14 -9.11 2.13
C 0.89 2.15 -0.52
C 4.58 5.42 9.27
C 0.13 1.65 -1.79
C -0.86 -2.49 -8.37
C 5.78 -3.53 -4.72
C -1.36 -3.61 -7.36
C 3.72 5.41 7.95
C -6.81 -1.94 1.10
C -5.92 5.63 5.57
C 6.04 -4.95 -5.31
H -8.00 8.03 -5.34
H 0.86 1.06 -2.34
H 4.27 6.29 9.85
H -6.80 -4.38 1.02
H -5.24 6.39 7.36
H 0.48 -8.38 1.66
H -0.62 0.94 -1.44
H -0.60 -4.13 -6.77
H 0.73 -10.02 2.57
H 5.06 -3.03 -5.37
H -6.68 8.61 -4.41
H 2.63 5.36 8.03
H 6.51 -4.92 -6.29
H -1.30 -1.50 -8.28
H 5.04 4.14 7.23
H -6.17 8.08 5.98
H -6.73 -1.90 0.01
H 11.10 0.56 1.43
H -0.87 3.20 -1.98
H -5.26 -0.54 0.87
H -3.54 -1.45 2.52
H 4.81 -6.52 -5.54
H -4.87 -1.92 3.54
H -2.03 -3.15 -6.64
H 0.21 -2.37 -8.19
H 1.67 2.90 -0.68
H 6.42 5.14 10.10
H -6.06 -0.36 2.43
H 1.29 1.37 0.12
H 6.79 -5.44 -4.68
H 6.73 -1.86 -4.86
H 2.49 -10.43 1.38
H 5.29 -3.58 -3.75
H -7.17 -3.59 2.51
H 4.26 4.52 9.78
H 9.53 -1.23 2.14
H -6.87 5.83 7.54
H -6.41 6.28 -6.21
H -6.87 5.79 5.05
H -5.17 7.02 -5.10
H -7.82 -1.58 1.30
H -5.87 4.61 5.92
H -4.48 5.39 4.22
H 11.35 -0.69 0.19
H 1.99 -9.39 0.07
H 3.76 6.37 7.43
H 0.79 3.42 0.86
H 8.99 -1.35 0.46
*
```

The SMILES is O=S1(=O)CCCC1.O=S1(=O)OCCO1.O=S1(=O)OCCO1.O=S1(=O)OCCO1.O=S1(=O)OCCO1.OCCO.OCCO.OCCO.OCCO. The value obtained for the total energy is -4737.61302 Ha. For the gap between HOMO and LUMO, the calculation gives 10.03 eV. Its LUMO energy is 0.006 Ha.

Calculated atomic charges, method Mulliken, unit e: number 1, S, carries 0.9595; number 2, S, carries 1.0924; number 3, S, carries 1.1218; number 4, S, carries 1.1108; number 5, S, carries 1.0873; number 6, O, carries -0.5097; number 7, O, carries -0.5145; number 8, O, carries -0.5095; number 9, O, carries -0.6145; number 10, O, carries -0.3641; number 11, O, carries -0.5113; number 12, O, carries -0.3110; number 13, O, carries -0.5213; number 14, O, carries -0.3029; number 15, O, carries -0.5218; number 16, O, carries -0.5085; number 17, O, carries -0.5228; number 18, O, carries -0.3337; number 19, O, carries -0.5314; number 20, O, carries -0.5416; number 21, O, carries -0.6099; number 22, O, carries -0.3275; number 23, O, carries -0.5052; number 24, O, carries -0.2916; number 25, O, carries -0.3259; number 26, O, carries -0.5115; number 27, O, carries -0.5192; number 28, O, carries -0.3064; number 29, O, carries -0.5327; number 30, O, carries -0.4983; number 31, O, carries -0.4982; number 32, C, carries -0.1531; number 33, C, carries -0.6806; number 34, C, carries -0.4038; number 35, C, carries -0.4906; number 36, C, carries -0.2430; number 37, C, carries -0.6673; number 38, C, carries -0.3126; number 39, C, carries -0.2956; number 40, C, carries -0.4013; number 41, C, carries -0.3136; number 42, C, carries -0.4349; number 43, C, carries -0.3663; number 44, C, carries -0.3538; number 45, C, carries -0.1881; number 46, C, carries -0.3327; number 47, C, carries -0.3309; number 48, C, carries -0.3541; number 49, C, carries -0.6441; number 50, C, carries -0.4122; number 51, C, carries -0.3205; number 52, H, carries 0.2742; number 53, H, carries 0.3007; number 54, H, carries 0.3125; number 55, H, carries 0.4579; number 56, H, carries 0.2782; number 57, H, carries 0.2889; number 58, H, carries 0.2553; number 59, H, carries 0.2888; number 60, H, carries 0.2824; number 61, H, carries 0.2699; number 62, H, carries 0.2292; number 63, H, carries 0.3008; number 64, H, carries 0.2651; number 65, H, carries 0.2966; number 66, H, carries 0.3176; number 67, H, carries 0.3129; number 68, H, carries 0.2890; number 69, H, carries 0.3037; number 70, H, carries 0.3274; number 71, H, carries 0.2529; number 72, H, carries 0.4173; number 73, H, carries 0.2924; number 74, H, carries 0.3125; number 75, H, carries 0.2784; number 76, H, carries 0.2313; number 77, H, carries 0.3145; number 78, H, carries 0.3144; number 79, H, carries 0.3224; number 80, H, carries 0.2900; number 81, H, carries 0.2711; number 82, H, carries 0.3164; number 83, H, carries 0.2360; number 84, H, carries 0.2578; number 85, H, carries 0.3085; number 86, H, carries 0.2963; number 87, H, carries 0.3407; number 88, H, carries 0.3426; number 89, H, carries 0.2501; number 90, H, carries 0.2933; number 91, H, carries 0.2934; number 92, H, carries 0.3870; number 93, H, carries 0.3169; number 94, H, carries 0.3063; number 95, H, carries 0.3366; number 96, H, carries 0.2967; number 97, H, carries 0.2393; number 98, H, carries 0.3210; number 99, H, carries 0.2844